61
Properties=species:S:1:pos:R:3:forces:R:3:mulliken_charge:R:1 method="wB97M-V/def2-TZVPD" spin_multiplicity=6 homo_ev="-2.13 / -3.73" s_squared=8.76 orbital_gap_ev="4.57 / 6.17" largest_force_ev_per_a=2.899 total_charge=-1
C 0.49259 -3.59740 0.20942 0.0 -0.5 -0.4 -0.451
C -0.82494 -3.21551 -0.13918 -0.1 -0.5 -0.3 -1.393
C -0.74763 -2.31826 -1.21443 0.0 -0.2 -0.3 -0.241
H -1.72947 -3.53486 0.34988 -0.1 0.0 0.1 0.490
C 0.61697 -2.12732 -1.52220 0.1 -0.6 -0.4 -0.492
C 1.38101 -2.93220 -0.64664 -0.2 -0.6 -0.8 -0.991
H 1.01739 -1.44502 -2.25034 0.1 0.1 -0.2 0.496
C 0.77598 -1.64720 2.90189 -0.7 0.0 1.0 -0.789
C -0.53886 -2.08711 2.63689 0.0 0.1 0.8 -1.081
C -1.32411 -0.96216 2.31028 -0.2 0.1 0.5 -0.645
H -0.88417 -3.10443 2.67182 0.0 -0.1 -0.1 0.650
C -0.50238 0.18833 2.40899 -0.1 -0.1 0.4 0.200
C 0.78376 -0.24644 2.77557 -0.2 0.2 0.7 -1.014
H -1.57882 -1.81367 -1.67625 -0.1 0.1 -0.1 0.433
H 2.45436 -2.96649 -0.60284 0.0 -0.1 -0.1 0.870
H 0.76853 -4.25540 1.01596 0.0 -0.1 0.1 0.508
H 1.65764 0.37214 2.86452 0.1 0.1 0.0 0.626
H -2.36627 -0.98065 2.04292 -0.1 0.0 0.0 0.438
H 1.62377 -2.26236 3.15016 0.0 0.0 0.0 0.694
Mn 0.30410 -1.23662 0.62637 1.2 0.2 -0.2 1.128
C -0.90309 1.62324 2.19188 0.2 -0.2 0.1 2.418
C -0.61868 2.40985 3.47603 -0.1 0.2 0.0 -2.087
C -2.38561 1.75070 1.85259 0.0 0.0 0.0 -2.365
H -1.01252 1.87769 4.33976 0.0 -0.1 0.0 0.438
H -1.08650 3.39428 3.44044 0.0 0.2 0.0 0.504
H 0.44920 2.54841 3.62827 0.1 -0.1 0.0 0.350
H -3.00230 1.54152 2.72457 0.0 -0.1 0.1 0.454
H -2.68135 1.06607 1.06082 0.0 -0.1 -0.1 0.316
H -2.61215 2.76474 1.52356 -0.1 0.2 0.0 0.401
C -0.05834 2.25234 1.06417 -0.3 0.1 0.2 -1.180
C -0.34761 1.66000 -0.27237 -0.7 -2.8 -0.5 -0.242
H 1.00018 2.07109 1.25153 0.1 -0.1 0.1 0.117
H -0.20064 3.32959 1.05953 -0.1 0.3 -0.2 0.497
O -0.45089 0.42677 -0.44226 0.5 2.1 -0.3 -0.155
N -0.53241 2.45491 -1.34314 -0.2 1.6 0.1 0.010
C -0.45271 2.08210 -2.73944 0.1 -0.5 -0.1 -1.357
H -1.01512 3.31156 -1.12052 0.5 0.3 -0.2 0.388
C -1.57494 1.20693 -3.24982 -0.3 0.1 0.3 0.986
C -1.36304 0.15512 -4.13085 -0.1 0.1 -0.1 -0.356
H -0.37374 -0.07687 -4.50002 0.2 0.0 0.2 0.299
C -2.43331 -0.60970 -4.57789 0.0 0.1 0.0 -0.572
H -2.24742 -1.41537 -5.27467 0.0 -0.1 0.0 0.363
C -3.72012 -0.33811 -4.14299 0.0 0.0 0.0 -0.463
H -4.55188 -0.93555 -4.49222 0.0 0.0 0.0 0.373
C -3.93737 0.71022 -3.25732 0.0 0.0 0.0 -0.678
H -4.93872 0.93225 -2.91270 0.0 0.0 0.0 0.391
C -2.87211 1.47735 -2.81709 0.0 -0.1 -0.2 -0.194
H -3.05053 2.29710 -2.12982 0.0 -0.1 0.0 0.297
H 0.50699 1.60082 -2.92810 0.0 -0.2 0.2 0.363
H -0.42571 3.01237 -3.30646 -0.1 0.1 0.0 0.406
F 6.57075 0.16496 0.86292 0.4 0.1 0.0 -0.379
C 5.25300 -0.14090 0.79299 -1.7 -0.1 -0.2 0.250
C 4.79057 -1.34512 1.32070 0.1 0.0 0.0 -0.779
C 3.43283 -1.65637 1.25851 0.5 1.5 -0.7 0.169
C 2.50585 -0.77172 0.66087 -0.5 0.2 -0.2 0.140
C 2.98831 0.43120 0.12627 1.2 -1.3 0.8 -0.200
C 4.35310 0.74467 0.19427 0.5 0.0 0.1 -0.729
H 5.48200 -2.04033 1.78255 0.2 0.1 0.0 0.394
H 3.11041 -2.60146 1.66750 -0.1 -0.2 0.0 0.447
H 2.31285 1.12726 -0.34058 -0.1 0.3 -0.3 0.104
H 4.71332 1.67905 -0.21425 0.2 0.1 0.0 0.429